C6H16N2O in the gas phase at a distorted geometry, computed with ωB97M-V with the def2-TZVPD basis set.

Computed properties:
SMILES string = CC[C@@](C)(N)C[C@H](N)O
Relative energy (zero: lowest compared OMol25 entry of this formula, charge and spin) = 31.0 kcal per mole
HOMO-LUMO gap = 9.523 eV
Max |F| = 3.32 eV/Å
E_HOMO = -8.70 eV
LUMO energy = 0.8 eV
E_tot = -422.937310 hartree

Last column: natural (NBO) charge in e.
Positions of all 25 atoms, in Å:
C -2.7930 0.6551 -0.0011  -0.621
C -1.9577 -0.6096 0.0987  -0.392
C -0.2955 -0.4883 -0.2581  0.126
C 0.3660 -1.8045 0.1367  -0.626
N -0.1474 -0.2664 -1.6727  -0.857
C 0.1183 0.7177 0.5559  -0.440
C 1.7471 1.0639 0.5256  0.253
N 2.4237 0.8968 -0.7332  -0.854
O 2.4400 0.3859 1.5461  -0.750
H -2.5803 1.2077 -0.9209  0.198
H -3.8631 0.4181 -0.0048  0.218
H -2.6071 1.3160 0.8526  0.203
H -2.1057 -1.0638 1.0849  0.195
H -2.3487 -1.3443 -0.6174  0.205
H 1.3096 -1.9886 -0.3837  0.200
H -0.2756 -2.6667 -0.0724  0.229
H 0.5953 -1.8708 1.2054  0.203
H 0.8350 -0.2453 -1.9565  0.375
H -0.5686 0.6047 -1.9849  0.359
H -0.1412 0.5902 1.6094  0.214
H -0.3292 1.6339 0.1572  0.209
H 1.7942 2.1278 0.7879  0.166
H 3.3156 1.3933 -0.6872  0.369
H 2.6890 -0.0829 -0.8183  0.346
H 2.3793 -0.5799 1.5506  0.471